Below is 3 unconnected molecules or ions with the total composition C33H42BN3O6 in a non-equilibrium geometry, with properties calculated with ωB97M-V/def2-TZVPD.

Element x y z (Å)
C1 5.29477 -1.57090 -5.00739
N1 5.42674 -1.13627 -3.63390
C2 6.71771 -1.36140 -3.03266
C3 4.38156 -0.71295 -2.87798
C4 4.55467 -0.46572 -1.50720
C5 3.47117 -0.19133 -0.69892
C6 2.17174 -0.17246 -1.24263
C7 1.03450 0.11631 -0.30954
C8 -0.31161 -0.28597 -0.73900
C9 -1.37094 -0.79232 -0.01248
C10 -2.49905 -1.41250 -0.71573
C11 -2.25373 -2.15219 -1.89036
C12 -3.26254 -2.83994 -2.52842
C13 -4.60092 -2.76965 -2.03562
N2 -5.58103 -3.54814 -2.59133
C14 -6.94671 -3.49632 -2.08527
C15 -5.28070 -4.54490 -3.60114
C16 -4.86141 -1.94211 -0.90714
C17 -3.82386 -1.30167 -0.26505
C18 -1.39420 -0.69407 1.44626
C19 -0.61474 0.25619 2.11918
C20 -0.34750 0.16213 3.46460
C21 -1.16500 -0.65553 4.28374
N3 -1.08895 -0.56148 5.63924
C22 -2.04256 -1.22655 6.49899
C23 -0.12127 0.30314 6.26555
C24 -2.10546 -1.50528 3.62953
C25 -2.13396 -1.59303 2.25729
C26 2.00143 -0.33107 -2.62332
C27 3.09642 -0.57563 -3.43908
H1 4.97234 -0.74622 -5.65822
H2 6.27416 -1.93152 -5.35395
H3 4.55723 -2.38001 -5.10946
H4 6.73100 -2.25985 -2.38400
H5 7.47753 -1.49790 -3.81702
H6 7.01985 -0.50806 -2.40039
H7 5.52315 -0.46350 -1.05881
H8 3.59735 0.03363 0.34546
H9 1.27024 -0.20791 0.72006
H10 -0.49490 -0.10341 -1.79685
H11 -1.23237 -2.23028 -2.27771
H12 -3.04974 -3.44834 -3.42018
H13 -7.01902 -3.96565 -1.09306
H14 -7.28647 -2.45578 -2.00089
H15 -7.58105 -4.03731 -2.78939
H16 -4.93153 -4.08736 -4.51336
H17 -4.52255 -5.23230 -3.25301
H18 -6.19198 -5.08484 -3.80439
H19 -5.87868 -1.84836 -0.55123
H20 -4.05805 -0.70020 0.60060
H21 -0.19818 1.07059 1.54547
H22 0.47895 0.73256 3.88468
H23 -3.04167 -1.18108 6.08159
H24 -1.79028 -2.27070 6.66416
H25 -2.03893 -0.71968 7.45296
H26 0.90501 -0.02753 6.08309
H27 -0.21157 1.33704 5.91800
H28 -0.29864 0.28861 7.33460
H29 -2.78004 -2.13274 4.23826
H30 -2.75279 -2.35825 1.78907
H31 1.00005 -0.22785 -3.07266
H32 2.94825 -0.65151 -4.51142
C28 -2.03046 4.42641 -0.99259
C29 -1.11644 3.22855 -0.72081
O1 0.21854 3.54063 -0.86331
B1 1.12179 3.16445 0.17724
H33 1.20672 1.54401 -0.04427
O2 2.37058 3.80992 0.14914
C30 3.39781 3.58328 -0.67080
C31 4.52657 4.55143 -0.49850
O3 3.38762 2.63813 -1.45671
O4 0.50471 3.33335 1.44684
C32 1.19553 3.04383 2.56469
C33 0.89634 4.00846 3.67524
O5 1.96667 2.08723 2.63631
O6 -1.53568 2.17431 -0.38832
H34 -1.52739 5.18035 -1.60172
H35 -2.92935 4.02965 -1.46952
H36 -2.31279 4.83221 -0.01506
H37 4.97187 4.45359 0.49851
H38 5.28121 4.31982 -1.24631
H39 4.16446 5.56911 -0.63761
H40 -0.18677 4.23509 3.68970
H41 1.23717 3.59557 4.64113
H42 1.45004 4.94792 3.47454

## Properties
gap between HOMO and LUMO = 6.71 eV
HOMO level = -6.7 eV
LUMO energy = 0.0019 Ha
calculated total energy = -1923.30580 a.u.